one | Molecular formula: C4H7NO3
Method: DFT, wB97M-V/def2-TZVPD

The geometry in XYZ format:
```
15
Properties=species:S:1:pos:R:3:mulliken_charge:R:1
O -2.178 -0.155 1.239 -0.388
C -1.157 -0.679 1.017 0.081
C -0.416 -0.707 -0.506 0.002
C -0.078 0.781 -0.749 -0.831
C 0.883 0.989 0.401 0.258
O 0.347 0.369 1.426 -0.579
O 2.147 0.442 -0.060 -0.547
N -1.395 -1.204 -1.222 -0.531
H -0.649 -1.364 1.705 0.347
H 0.496 -1.281 -0.409 0.516
H -0.982 1.345 -0.485 0.306
H 0.158 0.998 -1.797 0.426
H 1.064 2.084 0.500 0.324
H -1.049 -2.049 -1.700 0.309
H 2.807 0.431 0.639 0.308
```

HOMO (eV): -9.59

=====

two | Molecular formula: C4H7NO3
Method: DFT, wB97M-V/def2-TZVPD

The geometry in XYZ format:
```
15
Properties=species:S:1:pos:R:3:mulliken_charge:R:1
O 1.688 -0.386 -2.021 -0.412
N 1.375 0.830 -1.468 -0.554
C 0.710 0.550 -0.358 0.383
O -0.024 1.554 0.226 -0.405
C -1.197 0.952 0.902 -0.459
C -0.577 -0.326 1.489 -0.578
C 0.251 -0.708 0.271 0.373
O -0.580 -1.312 -0.806 -0.582
H 2.026 -0.237 -2.920 0.348
H -2.157 0.857 0.239 0.195
H -1.489 1.733 1.559 0.343
H -1.194 -1.164 1.786 0.336
H 0.187 -0.079 2.146 0.345
H 1.146 -1.239 0.728 0.230
H -0.165 -1.024 -1.775 0.437
```

HOMO (eV): -9.00

=====

Going by the computed energies, the most stable comes first: two, one.

=====

one | Molecular formula: C4H3N
Method: DFT, wB97M-V/def2-TZVPD

The geometry in XYZ format:
```
8
Properties=species:S:1:pos:R:3:mulliken_charge:R:1
C -1.072 0.059 0.002 -0.920
C 0.367 0.463 -0.084 0.727
C 1.257 1.399 -0.253 -0.550
C 1.481 -0.474 0.065 0.188
N 2.264 -1.322 0.200 -0.328
H -1.707 0.919 -0.216 0.296
H -1.303 -0.310 1.004 0.289
H -1.287 -0.734 -0.717 0.298
```

HOMO (eV): -10.72

=====

two | Molecular formula: C4H3N
Method: DFT, wB97M-V/def2-TZVPD

The geometry in XYZ format:
```
8
Properties=species:S:1:pos:R:3:mulliken_charge:R:1
C -1.372 0.079 -0.071 -0.993
C 0.029 0.195 -0.030 0.411
C 1.186 0.634 -0.069 -0.353
C 2.151 -0.326 0.158 0.481
N 3.220 -0.774 0.282 -0.431
H -1.831 1.047 0.145 0.297
H -1.746 -0.624 0.653 0.302
H -1.637 -0.230 -1.067 0.287
```

HOMO (eV): -10.28

=====

Going by the computed energies, the most stable comes first: two, one.

=====

one | Molecular formula: C4H3N
Method: DFT, wB97M-V/def2-TZVPD

The geometry in XYZ format:
```
8
Properties=species:S:1:pos:R:3:mulliken_charge:R:1
C 0.767 -0.465 0.531 -0.895
C -0.152 -0.125 -0.585 0.731
C -0.768 -0.325 -1.699 -0.609
C -0.955 1.134 -0.743 0.233
N -1.475 2.176 -0.656 -0.332
H 1.205 -1.450 0.338 0.283
H 0.205 -0.489 1.468 0.294
H 1.559 0.285 0.590 0.295
```

HOMO (eV): -10.67

=====

two | Molecular formula: C4H3N
Method: DFT, wB97M-V/def2-TZVPD

The geometry in XYZ format:
```
8
Properties=species:S:1:pos:R:3:mulliken_charge:R:1
C -0.024 1.360 0.067 -0.863
C 0.408 0.412 -0.734 0.303
C 0.534 -0.775 -1.146 -0.570
C -0.065 -1.723 -0.497 0.797
N -0.759 -2.220 0.368 -0.512
H 0.657 1.727 0.817 0.258
H -0.825 1.958 -0.330 0.253
H -0.971 -1.136 0.758 0.335
```

HOMO (alpha / beta) (eV): -9.00 / -9.00

=====

Going by the computed energies, the most stable comes first: one, two.

=====

one | Molecular formula: C4H3N
Method: DFT, wB97M-V/def2-TZVPD

The geometry in XYZ format:
```
8
Properties=species:S:1:pos:R:3:mulliken_charge:R:1
C 0.225 0.140 1.049 -0.912
C 0.257 -0.375 -0.360 0.701
C 0.808 -1.198 -1.209 -0.522
C -0.609 0.099 -1.435 0.187
N -1.333 0.530 -2.243 -0.330
H 1.010 -0.342 1.635 0.298
H -0.745 -0.074 1.506 0.286
H 0.387 1.221 1.056 0.293
```

HOMO (eV): -10.70

=====

two | Molecular formula: C4H3N
Method: DFT, wB97M-V/def2-TZVPD

The geometry in XYZ format:
```
8
Properties=species:S:1:pos:R:3:mulliken_charge:R:1
C -0.525 1.566 0.086 -0.557
C -0.607 0.355 -0.352 0.260
C -0.062 -0.816 -0.649 -0.678
C -0.102 -1.874 0.301 0.431
N -0.169 -2.736 1.074 -0.393
H -1.068 2.506 0.264 0.303
H 0.549 1.228 0.142 0.290
H 0.454 -0.944 -1.593 0.343
```

HOMO (eV): -9.64

=====

Going by the computed energies, the most stable comes first: two, one.

=====

one | Molecular formula: C3H15NO3
Method: DFT, wB97M-V/def2-TZVPD

The geometry in XYZ format:
```
22
Properties=species:S:1:pos:R:3:mulliken_charge:R:1
C -1.883 0.630 -1.277 -1.049
N -1.171 -0.371 -0.470 0.044
C -2.052 -1.450 0.026 -0.967
C -0.172 -1.082 -1.359 -1.293
H -2.789 1.051 -0.841 0.344
H -2.198 0.275 -2.268 0.407
H -1.120 1.389 -1.468 0.351
H -1.871 -2.487 -0.279 0.323
H -1.969 -1.557 1.115 0.279
H -3.090 -1.188 -0.225 0.332
H 0.642 -1.287 -0.675 0.296
H 0.179 -0.474 -2.199 0.435
H -0.609 -1.901 -1.936 0.469
O 1.968 1.779 -0.562 -0.652
H 1.606 2.259 0.215 0.351
H 1.160 1.278 -0.682 0.265
O 0.291 1.048 1.468 -0.695
H -0.246 0.986 2.281 0.303
H -0.381 0.669 0.843 0.428
O 2.597 -0.872 1.816 -0.632
H 1.891 -0.347 2.185 0.338
H 2.540 -0.674 0.879 0.323
```

HOMO (eV): -9.88

=====

two | Molecular formula: C3H15NO3
Method: DFT, wB97M-V/def2-TZVPD

The geometry in XYZ format:
```
22
Properties=species:S:1:pos:R:3:mulliken_charge:R:1
C 0.212 1.810 0.055 -1.252
C -0.750 1.472 -1.048 -0.347
N -1.471 0.174 -0.759 -0.333
C -2.234 -0.192 -1.962 -0.905
H 0.731 2.683 -0.122 0.471
H -0.369 1.791 0.982 0.239
H 1.023 1.126 0.120 0.310
H -1.637 2.083 -1.333 0.342
H -0.159 1.480 -1.994 0.285
H -0.666 -0.439 -0.910 0.238
H -1.461 -0.227 -2.792 0.330
H -3.087 0.508 -2.278 0.275
H -2.555 -1.208 -1.854 0.306
O 0.954 -0.474 2.138 -0.580
H 0.030 -0.540 2.299 0.345
H 1.270 -0.725 2.986 0.289
O 5.130 -1.749 0.224 -0.618
H 5.284 -1.474 1.067 0.297
H 5.456 -2.662 0.097 0.321
O -1.908 -0.974 2.041 -0.755
H -1.706 -1.895 1.892 0.314
H -2.088 -0.570 1.150 0.427
```

HOMO (eV): -9.80

=====

Going by the computed energies, the most stable comes first: one, two.